# 1
{
  "formula": "C4H14N",
  "method": "wB97M-V/def2-TZVPD",
  "gap_ev": [14.4, 7.0],
  "homo_ev": [-21.42, -21.42],
  "energy_ha": -214.75035,
  "spin_multiplicity": 2,
  "de_lowest_kcal_mol": 15.3,
  "total_charge": 2,
  "symbols": ["C", "C", "H", "H", "H", "H", "H", "H", "C", "N", "C", "H", "H", "H", "H", "H", "H", "H", "H"],
  "xyz": [[-0.311, -0.063, 3.308], [-1.570, 0.389, 2.671], [-0.119, 0.356, 4.301], [0.630, 0.058, 2.734], [-0.479, -1.170, 3.456], [-2.540, 0.508, 3.210], [-1.454, 1.502, 2.474], [-1.817, -0.158, 1.761], [1.363, 0.197, -1.132], [0.269, 0.299, -2.123], [0.332, -0.789, -3.209], [1.230, 1.025, -0.437], [1.427, -0.754, -0.614], [2.306, 0.344, -1.654], [0.317, 1.184, -2.622], [-0.667, 0.202, -1.734], [0.588, -0.350, -4.169], [-0.623, -1.298, -3.295], [1.118, -1.480, -2.923]]
}



# 2
{
  "formula": "C7H8N4O",
  "method": "wB97M-V/def2-TZVPD",
  "gap_ev": [7.0, 7.0],
  "homo_ev": [-7.81, -7.81],
  "energy_ha": -565.68106,
  "spin_multiplicity": 1,
  "de_lowest_kcal_mol": 90.2,
  "total_charge": 0,
  "symbols": ["C", "C", "C", "C", "C", "C", "C", "N", "N", "N", "N", "O", "H", "H", "H", "H", "H", "H", "H", "H"],
  "xyz": [[2.938, 1.582, 0.021], [2.958, 0.111, -0.317], [0.650, 1.437, 0.074], [0.652, 0.007, -0.058], [-0.519, 2.188, 0.009], [-2.646, 1.134, 0.357], [-0.389, -2.073, 0.145], [1.799, 2.175, 0.132], [1.879, -0.596, -0.199], [-1.706, 1.698, -0.295], [-0.419, -0.649, 0.145], [-3.645, 0.702, -0.363], [3.856, 2.188, -0.120], [3.980, -0.237, -0.392], [-0.427, 3.244, -0.343], [-2.738, 0.830, 1.484], [-1.488, -2.251, -0.211], [0.430, -2.497, -0.612], [-0.316, -2.692, 1.097], [-3.515, 0.508, -1.271]]
}



# 3
{
  "formula": "C54H120N14O14",
  "method": "wB97M-V/def2-TZVPD",
  "gap_ev": [8.7, 8.1],
  "homo_ev": [-8.95, -8.95],
  "energy_ha": -3949.10515,
  "spin_multiplicity": 3,
  "de_lowest_kcal_mol": 81.4,
  "total_charge": 0,
  "symbols": ["C", "O", "N", "C", "C", "H", "H", "H", "H", "H", "H", "H", "C", "O", "N", "C", "C", "H", "H", "H", "H", "H", "H", "H", "C", "O", "N", "C", "C", "H", "H", "H", "H", "H", "H", "H", "C", "O", "N", "C", "C", "H", "H", "H", "H", "H", "H", "H", "C", "O", "N", "C", "C", "H", "H", "H", "H", "H", "H", "H", "C", "O", "N", "C", "C", "H", "H", "H", "H", "H", "H", "H", "C", "O", "N", "C", "C", "H", "H", "H", "H", "H", "H", "H", "C", "O", "N", "C", "C", "H", "H", "H", "H", "H", "H", "H", "C", "O", "N", "C", "C", "H", "H", "H", "H", "H", "H", "H", "C", "O", "N", "C", "C", "H", "H", "H", "H", "H", "H", "H", "C", "O", "N", "C", "C", "H", "H", "H", "H", "H", "H", "H", "C", "O", "N", "C", "C", "H", "H", "H", "H", "H", "H", "H", "C", "C", "C", "C", "C", "C", "N", "O", "C", "C", "C", "H", "H", "H", "H", "H", "H", "H", "H", "H", "H", "H", "H", "H", "H", "H", "H", "H", "H", "C", "C", "C", "C", "C", "C", "N", "O", "C", "C", "C", "H", "H", "H", "H", "H", "H", "H", "H", "H", "H", "H", "H", "H", "H", "H", "H", "H", "H"],
  "xyz": [[2.649, 4.012, 3.079], [2.994, 3.853, 1.917], [3.276, 4.715, 4.044], [2.782, 4.856, 5.402], [4.490, 5.488, 3.812], [1.684, 3.584, 3.393], [2.322, 5.823, 5.607], [3.625, 4.849, 6.092], [2.104, 4.045, 5.670], [4.296, 6.559, 3.861], [5.305, 5.150, 4.453], [4.934, 5.098, 2.896], [1.637, -1.428, -5.414], [1.000, -2.456, -5.103], [1.300, -0.358, -6.170], [-0.061, -0.219, -6.715], [2.262, 0.712, -6.239], [2.596, -1.185, -4.931], [-0.229, 0.134, -7.732], [-0.505, 0.476, -6.003], [-0.740, -1.065, -6.608], [3.177, 0.627, -5.651], [2.617, 0.894, -7.253], [1.751, 1.626, -5.938], [-0.156, 1.098, 5.970], [0.407, 2.183, 6.150], [0.556, -0.079, 5.786], [-0.253, -1.317, 5.794], [1.960, -0.084, 5.518], [-1.242, 0.927, 6.041], [-0.567, -1.609, 4.792], [-1.185, -1.244, 6.356], [0.284, -2.158, 6.233], [2.140, -0.468, 4.514], [2.385, 0.919, 5.501], [2.388, -0.750, 6.267], [3.232, -7.552, 4.615], [3.834, -8.476, 5.133], [2.784, -7.370, 3.354], [1.987, -6.205, 2.916], [3.015, -8.426, 2.316], [2.988, -6.664, 5.219], [2.702, -5.675, 2.287], [1.746, -5.577, 3.774], [1.038, -6.453, 2.440], [2.053, -8.577, 1.826], [3.682, -8.021, 1.554], [3.424, -9.348, 2.729], [-3.959, -1.301, 6.395], [-3.498, -0.163, 6.371], [-4.078, -2.139, 5.316], [-3.380, -1.805, 4.048], [-4.816, -3.441, 5.341], [-4.392, -1.678, 7.334], [-4.113, -1.816, 3.242], [-2.460, -2.343, 3.822], [-3.012, -0.787, 4.179], [-5.338, -3.554, 6.292], [-5.477, -3.318, 4.484], [-4.156, -4.306, 5.284], [4.951, 2.716, -4.738], [5.245, 1.512, -4.616], [3.854, 3.251, -4.205], [3.341, 4.614, -4.393], [2.855, 2.546, -3.368], [5.567, 3.501, -5.203], [3.544, 5.281, -3.556], [2.276, 4.774, -4.567], [3.774, 4.989, -5.320], [3.005, 3.092, -2.436], [1.909, 2.555, -3.909], [3.194, 1.520, -3.226], [-4.173, -5.116, 1.522], [-3.874, -4.295, 2.388], [-5.319, -4.969, 0.879], [-5.682, -5.944, -0.078], [-6.108, -3.740, 0.866], [-3.611, -6.007, 1.200], [-5.326, -6.974, -0.044], [-6.750, -6.033, -0.278], [-5.365, -5.601, -1.063], [-7.109, -3.916, 1.260], [-5.615, -2.983, 1.475], [-6.240, -3.262, -0.105], [-5.672, 2.507, 1.571], [-6.130, 3.693, 1.620], [-4.392, 2.268, 1.030], [-3.909, 0.849, 0.889], [-3.530, 3.323, 0.449], [-6.169, 1.588, 1.916], [-4.271, 0.457, -0.062], [-4.314, 0.230, 1.690], [-2.848, 0.601, 0.849], [-2.494, 3.066, 0.674], [-3.459, 3.383, -0.637], [-3.726, 4.322, 0.838], [-3.751, 1.089, -5.601], [-4.611, 0.613, -4.844], [-2.586, 1.586, -5.192], [-1.876, 2.340, -6.183], [-2.215, 1.641, -3.734], [-3.989, 1.234, -6.666], [-2.001, 1.956, -7.195], [-0.803, 2.441, -6.016], [-2.442, 3.270, -6.127], [-1.154, 1.523, -3.517], [-2.549, 2.522, -3.186], [-2.505, 0.754, -3.171], [1.426, -6.131, -2.635], [1.019, -6.353, -3.733], [2.404, -6.944, -2.065], [3.145, -6.559, -0.815], [2.756, -8.172, -2.700], [1.027, -5.321, -2.004], [3.194, -5.475, -0.705], [4.194, -6.839, -0.724], [2.530, -6.935, 0.003], [3.755, -8.029, -3.113], [2.727, -9.026, -2.023], [2.211, -8.431, -3.609], [5.319, -4.309, 2.537], [6.317, -4.707, 1.890], [4.956, -3.057, 2.929], [3.623, -2.705, 3.477], [5.847, -1.905, 2.538], [4.637, -5.058, 2.968], [2.906, -2.286, 2.771], [3.802, -1.953, 4.246], [3.024, -3.501, 3.920], [5.698, -1.126, 3.286], [6.904, -2.163, 2.603], [5.593, -1.494, 1.561], [-4.455, -2.501, -3.651], [-5.439, -3.037, -3.053], [-3.172, -2.981, -3.675], [-2.164, -2.416, -4.579], [-2.759, -4.110, -2.796], [-4.566, -1.646, -4.336], [-2.000, -2.919, -5.532], [-1.214, -2.514, -4.053], [-2.359, -1.372, -4.823], [-3.465, -4.156, -1.967], [-2.819, -5.052, -3.342], [-1.707, -4.119, -2.510], [1.998, 8.403, 0.819], [1.037, 8.041, -0.252], [1.212, 6.531, -0.448], [0.261, 5.911, -1.442], [-1.103, 6.248, -0.949], [-1.497, 7.666, -0.829], [-0.404, 8.240, 0.032], [-0.653, 9.602, 0.535], [-1.692, 8.373, -2.268], [-2.837, 7.738, -0.098], [1.531, 8.819, -1.562], [3.071, 8.299, 0.659], [1.741, 7.875, 1.737], [1.908, 9.465, 1.049], [2.189, 6.224, -0.823], [1.124, 6.043, 0.523], [0.318, 4.824, -1.381], [0.459, 6.165, -2.483], [-1.190, 5.739, 0.011], [-1.811, 5.770, -1.627], [-1.697, 9.463, -2.254], [-0.852, 8.050, -2.884], [-2.630, 8.059, -2.725], [-3.121, 8.781, 0.041], [-3.614, 7.165, -0.604], [-2.845, 7.345, 0.918], [1.753, 8.213, -2.441], [2.496, 9.286, -1.363], [0.931, 9.680, -1.856], [-1.651, -2.489, 0.568], [-0.104, -2.281, 0.684], [0.510, -2.690, -0.625], [0.387, -1.681, -1.782], [1.154, -0.447, -1.389], [0.711, 0.097, 0.079], [0.356, -0.941, 1.084], [0.003, -0.518, 2.432], [1.951, 0.861, 0.632], [-0.416, 1.165, -0.209], [0.446, -3.369, 1.629], [-2.275, -2.519, 1.461], [-1.886, -3.430, 0.071], [-2.075, -1.727, -0.086], [1.569, -2.913, -0.497], [-0.001, -3.517, -1.118], [-0.646, -1.358, -1.918], [0.680, -2.097, -2.746], [0.979, 0.222, -2.232], [2.235, -0.587, -1.361], [1.639, 1.485, 1.470], [2.616, 0.171, 1.151], [2.503, 1.538, -0.020], [-1.318, 0.688, -0.593], [-0.653, 1.660, 0.733], [-0.106, 1.938, -0.913], [-0.014, -4.348, 1.497], [0.166, -3.187, 2.666], [1.521, -3.433, 1.461]]
}



# 4
{
  "formula": "C38H32AsF10N6NaS",
  "method": "wB97M-V/def2-TZVPD",
  "gap_ev": 4.8,
  "homo_ev": -1.08,
  "energy_ha": -5590.70091,
  "spin_multiplicity": 1,
  "de_lowest_kcal_mol": 16.5,
  "total_charge": -2,
  "symbols": ["Na", "C", "C", "N", "C", "C", "C", "C", "C", "C", "C", "N", "C", "C", "C", "C", "C", "C", "C", "C", "N", "C", "H", "H", "H", "H", "H", "H", "H", "H", "H", "H", "H", "H", "C", "N", "C", "C", "N", "C", "C", "F", "C", "F", "C", "F", "C", "F", "C", "F", "C", "C", "N", "C", "C", "F", "C", "F", "C", "F", "C", "F", "C", "F", "H", "H", "H", "H", "H", "H", "H", "H", "H", "H", "H", "C", "As", "C", "C", "S", "H", "H", "H", "H", "H", "H", "H", "H", "H"],
  "xyz": [[0.375, 0.469, 0.973], [2.149, 3.944, -2.240], [1.053, 3.103, -2.009], [0.562, 2.867, -0.815], [1.087, 3.483, 0.247], [2.202, 4.372, 0.127], [2.731, 4.564, -1.167], [2.712, 5.015, 1.260], [2.104, 4.813, 2.483], [1.007, 3.991, 2.624], [0.478, 3.266, 1.537], [-0.458, 2.344, 1.640], [-1.365, 2.221, 2.612], [-2.133, 3.289, 3.088], [-3.162, 3.107, 3.999], [-3.460, 1.862, 4.503], [-2.727, 0.748, 4.061], [-2.972, -0.559, 4.528], [-2.205, -1.597, 4.076], [-1.199, -1.321, 3.141], [-0.955, -0.127, 2.668], [-1.679, 0.909, 3.108], [2.526, 4.086, -3.245], [0.551, 2.617, -2.838], [3.583, 5.224, -1.301], [3.584, 5.651, 1.165], [2.493, 5.322, 3.358], [0.567, 3.843, 3.601], [-1.933, 4.275, 2.692], [-3.748, 3.967, 4.309], [-4.248, 1.721, 5.234], [-3.779, -0.722, 5.233], [-2.377, -2.611, 4.407], [-0.575, -2.120, 2.761], [1.395, -2.379, -0.005], [1.124, -1.110, -0.652], [2.326, -0.309, -0.846], [3.308, -0.273, 0.325], [2.710, 0.107, 1.572], [3.440, 0.096, 2.654], [2.867, 0.561, 3.883], [1.589, 1.005, 3.858], [3.521, 0.603, 5.086], [2.887, 1.071, 6.189], [4.841, 0.162, 5.208], [5.495, 0.199, 6.405], [5.458, -0.317, 4.062], [6.735, -0.785, 4.134], [4.803, -0.336, 2.849], [5.552, -0.832, 1.809], [0.394, -1.259, -1.906], [-0.849, -0.365, -1.991], [-1.957, -0.882, -1.220], [-2.511, -2.083, -1.453], [-3.240, -2.757, -0.418], [-3.076, -2.368, 0.860], [-4.054, -3.837, -0.655], [-4.749, -4.412, 0.356], [-4.151, -4.395, -1.932], [-4.964, -5.460, -2.176], [-3.334, -3.871, -2.934], [-3.341, -4.432, -4.168], [-2.541, -2.773, -2.700], [-1.795, -2.334, -3.754], [2.155, -2.986, -0.530], [0.472, -2.954, 0.051], [1.743, -2.193, 1.008], [2.016, 0.709, -1.083], [2.904, -0.700, -1.707], [4.090, 0.455, 0.050], [3.799, -1.254, 0.392], [0.074, -2.300, -2.022], [1.040, -1.024, -2.770], [-1.135, -0.246, -3.046], [-0.620, 0.622, -1.582], [-3.803, 2.031, -3.184], [-4.523, 0.206, -3.118], [-6.366, 0.719, -2.638], [-4.946, 0.083, -5.067], [-2.792, 0.238, -0.230], [-4.412, 2.690, -3.807], [-2.787, 2.020, -3.579], [-3.764, 2.417, -2.167], [-6.726, 1.548, -3.250], [-6.394, 1.013, -1.591], [-7.041, -0.127, -2.784], [-5.587, 0.897, -5.403], [-5.450, -0.862, -5.266], [-4.024, 0.110, -5.644]]
}